Below is a molecular structure, C24H26GdN4S2Si in a non-equilibrium geometry, with properties calculated with wB97M-V/def2-TZVPD.

```
! wB97M-V def2-TZVPD RIJCOSX def2/J DEFGRID3
* xyz 1 8
C -2.992 3.243 -4.062
C 4.383 0.738 -2.992
C 1.975 0.610 -2.613
C 0.411 2.237 2.864
C 0.423 -3.213 2.904
C -1.511 1.516 3.928
H -3.546 -0.330 2.158
H -0.614 2.870 0.951
C 3.291 -1.421 -2.864
N -3.825 -1.297 1.975
S -3.541 -3.937 2.693
H 2.782 -0.011 2.245
N 3.105 -0.970 2.218
C -1.076 1.471 -3.146
H 4.079 -1.161 2.018
C 1.363 -4.222 2.952
C -1.018 -3.297 2.878
H 5.401 -1.161 -3.264
N -1.706 -2.104 2.595
C -1.886 2.040 2.646
C 2.315 -2.020 2.526
C -2.389 1.335 -2.675
C -1.759 3.176 -4.729
H -2.673 0.546 -1.982
C -0.093 1.636 4.069
H 0.036 1.972 -5.012
H 1.079 -5.251 3.110
C -3.352 2.242 -3.151
C -0.343 -0.850 0.002
C -3.010 -2.293 2.420
H -0.232 -0.840 -1.103
H 3.117 2.461 -2.632
H -1.495 3.887 -5.521
H -4.823 -1.494 1.906
C -1.867 -4.374 2.981
H -2.914 2.292 2.350
H 0.351 1.745 -0.988
C -0.852 2.168 -4.384
C 2.073 -0.797 -2.519
H 5.264 1.343 -3.216
H -3.665 4.073 -4.280
H -1.501 -5.374 3.184
Si 0.572 1.792 -2.435
H -4.378 2.196 -2.779
N 1.004 -1.934 2.731
H 1.225 -1.421 -2.212
H -2.226 1.149 4.676
C 3.158 1.365 -2.744
H 0.528 -1.418 0.427
Gd -0.436 -0.110 2.080
H -1.212 -1.523 0.198
H 3.327 -2.517 -2.928
H 0.495 1.384 4.970
H 1.002 3.110 -2.748
C 4.442 -0.670 -3.078
S 2.983 -3.633 2.671
H 1.430 2.607 2.773
C -0.682 2.434 1.957
*
```

As for the energy above the lowest of the compared OMol25 structures with the same formula, charge and spin: 0.000 eV. The molar mass is 619.97 g mol⁻¹. As for the expectation value of S²: 15.76. As for the total energy: -3000.28241 Ha. For the HOMO energy (spin up / spin down), the calculation gives -10.463 / -10.463 eV. The calculation puts the frontier orbital gap (spin up / spin down) at 7.50 / 7.61 eV.


Below is a molecular structure, C24H26GdN4Si in a non-equilibrium geometry, with properties calculated with wB97M-V/def2-TZVPD.

```
! wB97M-V def2-TZVPD RIJCOSX def2/J DEFGRID3
* xyz 1 8
C -3.387 0.997 3.058
C -2.387 1.111 2.152
C -1.032 -4.359 2.947
C -1.049 3.622 -2.211
H 0.298 0.713 -3.324
H -1.305 1.132 -5.171
H -1.006 4.327 -1.371
C -0.297 1.608 -3.305
C -2.038 3.809 -3.172
C 1.692 -2.685 -0.199
C 4.960 0.501 -1.569
Gd 0.226 -1.355 1.376
C -0.166 2.510 -2.261
H -2.684 -5.458 3.884
C -1.989 -2.393 3.148
H 0.323 2.818 1.717
C 1.053 2.044 1.482
H 2.513 2.451 -2.997
C 4.293 1.274 -2.541
H 2.781 -2.753 -0.088
C -2.222 -4.554 3.559
H 0.094 0.679 -0.597
H -2.765 4.624 -3.097
H 1.984 2.478 1.833
H -2.880 3.072 -5.050
H -1.139 -1.582 -1.591
C 4.411 0.344 -0.294
N -3.325 -0.313 3.526
C 3.198 0.932 -0.001
H -0.014 3.304 -0.268
H -3.957 -0.708 4.228
H 0.734 1.107 1.885
C -1.238 1.827 -4.327
H -3.698 -3.115 4.131
N -1.684 -0.101 2.074
C -2.115 2.924 -4.273
H -2.111 1.952 1.514
H 4.911 -0.250 0.465
H -4.122 1.707 3.399
H 0.947 -4.442 0.945
H 5.873 -0.027 -1.834
C 1.000 -1.743 -1.014
H -0.294 -5.070 2.642
N -2.794 -3.318 3.678
C 2.492 1.690 -0.944
C 3.049 1.871 -2.229
H 4.720 1.393 -3.549
N -0.855 -3.001 2.709
H -1.483 -3.710 -0.011
C -0.543 -3.193 -0.157
C 0.723 -3.579 0.328
H 2.779 0.795 0.980
C -2.300 -0.964 2.938
Si 0.710 2.088 -0.554
C -0.373 -2.051 -0.991
H 1.486 -0.983 -1.612
*
```

As for the energy above the lowest of the compared OMol25 structures with the same formula, charge and spin: 0.982 eV. The molar mass is 555.84 g mol⁻¹. As for the expectation value of S²: 15.79. As for the total energy: -2203.86680 Ha. For the HOMO energy (spin up / spin down), the calculation gives -8.697 / -11.019 eV. The calculation puts the frontier orbital gap (spin up / spin down) at 5.55 / 6.10 eV.


Below is C24H26N2O4S in the gas phase, with properties calculated with wB97M-V/def2-TZVPD.

```
! wB97M-V def2-TZVPD RIJCOSX def2/J DEFGRID3
* xyz 0 1
H -0.780 0.465 -0.947
H -2.171 1.169 1.597
C -2.686 1.888 -0.341
C 7.441 0.417 -1.390
C -3.054 -0.963 2.799
H -0.263 -3.651 -1.909
O -4.058 -0.779 1.824
H 2.784 -2.591 0.021
H -7.346 0.909 -1.202
H -1.449 3.327 -1.337
H -1.751 3.700 0.361
C 7.230 -0.927 -1.137
O 0.625 2.802 0.698
H -6.224 -1.150 -2.166
H 6.857 2.419 -0.905
C -0.239 2.253 0.041
C 1.017 0.235 -0.068
C -1.559 2.886 -0.343
H 7.806 -1.674 -1.664
H -8.528 -0.274 -1.782
H -3.538 -1.570 3.569
H -2.125 -2.667 1.869
H -3.436 2.387 -2.279
C 5.750 0.976 0.217
H -1.375 -1.133 1.440
H -2.764 -0.006 3.251
C -3.836 0.087 0.797
H 4.627 -1.826 1.765
C 3.127 -0.645 0.830
C -3.547 1.756 -1.410
C -1.830 -1.694 2.253
H 5.167 1.718 0.743
H -8.194 -0.122 -0.051
H 1.267 -3.581 -1.097
C 5.536 -0.371 0.479
H 8.182 0.722 -2.114
C 6.280 -1.318 -0.209
H -5.221 0.740 -2.237
C -6.662 -1.148 -1.160
C 4.472 -0.788 1.465
C 0.177 -1.823 -1.140
H -7.090 -2.137 -0.971
N 0.421 -3.129 -1.388
C -4.725 -0.030 -0.298
N -0.073 0.983 -0.412
C -4.567 0.814 -1.382
C -2.847 1.051 0.764
O -5.660 -1.011 -0.176
C 6.697 1.368 -0.711
H -1.096 -1.830 3.043
C 2.429 -1.582 0.143
O -0.861 -1.292 -1.529
H 6.120 -2.370 -0.015
C 1.198 -1.098 -0.383
S 2.304 0.896 0.860
C -7.753 -0.087 -1.044
H 4.523 -0.152 2.351
*
```

As for the energy above the lowest of the compared OMol25 structures with the same formula, charge and spin: 0.062 eV. The molar mass is 438.55 g mol⁻¹. As for the total energy: -1738.85162 Ha. As for the SMILES: CCOc1ccc(CC(=O)Nc2sc(Cc3ccccc3)cc2C(N)=O)cc1OCC. For the HOMO energy, the calculation gives -7.924 eV. The calculation puts the frontier orbital gap at 8.58 eV.


Below is C24H26N2O7 in the gas phase in a non-equilibrium geometry, with properties calculated with wB97M-V/def2-TZVPD.

```
! wB97M-V def2-TZVPD RIJCOSX def2/J DEFGRID3
* xyz 0 1
O -1.975 -3.476 -0.464
H 2.406 1.586 4.286
C 0.880 -0.295 2.197
H -3.046 -2.993 -2.110
H 2.377 -2.932 -1.539
O -3.416 -2.038 0.493
H 0.826 1.918 3.544
N -3.731 -2.320 -2.437
C -3.262 -1.434 -3.492
H 0.619 -3.230 -1.552
C -1.283 1.319 -1.813
H 1.467 -2.775 -3.061
O -5.478 -1.043 -1.753
H -4.095 -0.793 -3.782
H 2.026 -2.092 2.080
H -1.404 2.336 -1.474
O 4.106 3.610 1.270
O 0.836 1.452 -0.865
H 0.025 3.991 2.339
H 0.083 3.235 0.731
H -2.942 -2.040 -4.343
C -1.334 -0.407 1.268
C -0.913 -1.260 -2.667
O 1.915 0.273 2.858
C 2.524 2.566 2.406
C 1.078 -1.635 1.841
H -0.789 -2.277 -3.005
H 2.513 0.361 -0.306
H -0.507 1.356 2.102
C 1.974 3.590 1.580
C 5.010 1.842 2.679
H -3.256 1.166 -2.624
C 1.427 -2.627 -1.977
O 1.284 -1.266 -1.646
H 5.265 2.172 3.686
H -4.371 -3.697 -0.316
C -4.656 -1.906 -1.546
H -5.400 -2.418 0.429
C 3.871 2.632 2.154
C 2.216 1.173 -0.974
H 0.501 4.942 0.916
C -2.126 -0.627 -2.915
N 2.930 4.196 0.927
C -1.144 -1.744 0.936
C 0.554 3.966 1.388
H 2.722 2.095 -0.691
C -4.527 -2.621 -0.190
C -0.069 0.695 -1.554
C 0.113 -0.637 -1.971
H 0.233 -3.382 0.950
H 4.741 0.790 2.719
H -2.270 0.072 1.026
C -0.332 0.316 1.883
C -2.313 0.668 -2.466
C -2.191 -2.516 0.249
C 1.854 1.610 3.339
C 0.084 -2.346 1.214
H 5.876 1.981 2.037
H 2.493 0.916 -1.998
*
```

As for the energy above the lowest of the compared OMol25 structures with the same formula, charge and spin: 1.801 eV. The molar mass is 454.48 g mol⁻¹. As for the total energy: -1566.31323 Ha. As for the SMILES: COc1ccc(CNC(=O)COC(=O)c2ccc(OCc3c(C)noc3C)cc2)cc1OC. For the HOMO energy, the calculation gives -8.094 eV. The calculation puts the frontier orbital gap at 8.71 eV.